(1)
The following is a quantum chemistry calculation of 3 unconnected molecules or ions with the total composition C22H29N2O6, from the OMol25 dataset.

Calculated values
**HOMO-LUMO gap**: 4.411 eV
**Highest occupied orbital energy**: -0.1587 Ha
**Total charge**: -1

XYZ file:
```
59
C22H29N2O6 ωB97M-V/def2-TZVPD
C 4.462 0.636 0.086
C 3.102 1.430 -0.475
C 1.738 0.878 0.319
N 0.889 0.216 -0.743
C -0.480 -0.188 -0.242
C -1.629 0.943 -0.665
C -1.285 2.459 -0.146
C -2.732 3.277 0.033
C -0.835 -1.626 -1.018
C -2.355 -2.166 -0.727
N -2.488 -2.942 0.600
C -0.581 -0.429 1.381
O -1.519 0.204 2.140
O 0.286 -1.379 2.153
H 5.280 0.501 -0.769
H 4.863 1.209 1.025
H 4.192 -0.468 0.453
H 3.209 2.606 -0.404
H 3.043 1.126 -1.628
H 2.165 0.118 1.134
H 1.264 1.826 0.817
H 1.396 -0.695 -0.956
H -1.822 0.960 -1.841
H -2.680 0.654 -0.178
H -0.822 2.446 0.955
H -0.564 3.072 -0.836
H -2.603 4.070 0.916
H -3.599 2.551 0.414
H -3.076 3.813 -0.949
H -0.770 -1.371 -2.180
H -0.005 -2.422 -0.801
H -3.201 -1.354 -0.850
H -2.582 -2.983 -1.567
H -2.747 -2.238 1.354
H -1.549 -3.366 0.798
C -2.937 -0.918 -5.477
C -3.774 -1.499 -6.342
C -4.998 -2.184 -5.881
O -5.764 -2.717 -6.672
C -5.262 -2.200 -4.429
C -4.425 -1.619 -3.564
C -3.201 -0.935 -4.024
O -2.435 -0.401 -3.233
H -2.034 -0.413 -5.798
H -3.595 -1.495 -7.410
H -6.164 -2.706 -4.107
H -4.604 -1.624 -2.495
C 5.442 1.572 5.472
C 5.352 0.482 6.240
C 4.338 -0.558 5.978
O 4.254 -1.556 6.681
C 3.429 -0.348 4.833
C 3.519 0.742 4.065
C 4.533 1.782 4.328
O 4.617 2.779 3.624
H 6.179 2.345 5.651
H 6.012 0.313 7.082
H 2.692 -1.121 4.654
H 2.859 0.911 3.223
```

natural (NBO) atomic charge list, values in e, 8 entries: atom 1 (C): -0.648, atom 2 (C): -0.415, atom 3 (C): -0.240, atom 4 (N): -0.659, atom 5 (C): 0.031, atom 6 (C): -0.425, atom 7 (C): -0.418, atom 8 (C): -0.629

=====

(2)
The following is a quantum chemistry calculation of a single C22H29N3O molecule, from the OMol25 dataset.

Calculated values
**Structure (SMILES)**: Cc1cccc(N2CCN(CC(=O)N(C)Cc3ccccc3)C[C@@H]2C)c1
**HOMO-LUMO gap**: 8.287 eV
**Highest occupied orbital energy**: -0.2784 Ha

XYZ file:
```
55
C22H29N3O ωB97M-V/def2-TZVPD
C -6.931 -0.520 2.388
C -6.153 -0.097 1.177
C -6.814 0.320 0.030
C -6.081 0.723 -1.071
C -4.702 0.718 -1.045
C -4.008 0.294 0.094
C -4.768 -0.111 1.197
H -4.279 -0.460 2.094
N -2.627 0.329 0.133
C -1.815 0.024 -1.023
C -0.620 0.970 -1.088
N 0.156 0.836 0.134
C -0.673 1.198 1.269
H -1.027 2.241 1.185
C -1.894 0.271 1.378
C -1.469 -1.150 1.773
H -0.677 -1.505 1.120
H -1.100 -1.156 2.796
H -2.314 -1.829 1.701
H -2.537 0.684 2.161
H -0.077 1.110 2.181
C 1.371 1.633 0.085
C 2.300 1.207 -1.049
O 2.598 1.987 -1.937
N 2.771 -0.056 -1.011
C 2.521 -0.990 0.060
H 1.548 -0.792 0.500
H 3.299 -0.926 0.828
H 2.528 -2.001 -0.348
C 3.751 -0.474 -2.000
C 5.120 -0.607 -1.386
C 5.765 -1.833 -1.315
C 7.014 -1.936 -0.726
C 7.624 -0.813 -0.194
C 6.983 0.414 -0.257
C 5.739 0.516 -0.851
H 5.238 1.472 -0.910
H 7.457 1.293 0.155
H 8.596 -0.893 0.268
H 7.510 -2.894 -0.680
H 5.293 -2.713 -1.730
H 3.432 -1.426 -2.439
H 3.759 0.296 -2.777
H 1.900 1.525 1.037
H 1.154 2.702 -0.073
H -0.975 2.006 -1.221
H 0.014 0.710 -1.938
H -1.444 -1.009 -0.964
H -2.405 0.113 -1.932
H -4.165 1.070 -1.913
H -6.592 1.058 -1.963
H -7.894 0.330 0.002
H -7.258 0.359 2.946
H -6.325 -1.135 3.049
H -7.818 -1.080 2.099
```

natural (NBO) atomic charge list, values in e, 8 entries: atom 1 (C): -0.628, atom 2 (C): 0.026, atom 3 (C): -0.269, atom 4 (C): -0.176, atom 5 (C): -0.292, atom 6 (C): 0.288, atom 7 (C): -0.318, atom 8 (H): 0.203

=====

(3)
The following is a quantum chemistry calculation of a single C22H29N3O2 molecule, from the OMol25 dataset.

Calculated values
**Structure (SMILES)**: C/C(CC(=O)N[C@]12C[C@H]3C[C@H](C[C@H](C3)C1)C2)=N\NC(=O)c1ccc(C)cc1
**HOMO-LUMO gap**: 9.572 eV
**Highest occupied orbital energy**: -0.3273 Ha

XYZ file:
```
56
C22H29N3O2 ωB97M-V/def2-TZVPD
C -3.041 -1.497 -1.656
C -1.700 -1.917 -1.147
N -1.388 -2.244 0.046
N -2.274 -2.196 1.094
C -3.136 -1.230 1.532
O -3.869 -1.475 2.472
C -3.083 0.098 0.870
C -1.876 0.700 0.528
C -1.867 1.947 -0.066
C -3.055 2.624 -0.325
C -4.255 2.031 0.049
C -4.272 0.786 0.647
H -5.204 0.328 0.943
H -5.185 2.551 -0.129
C -3.026 3.975 -0.970
H -2.724 4.728 -0.242
H -4.006 4.246 -1.353
H -2.307 3.995 -1.787
H -0.927 2.402 -0.339
H -0.944 0.195 0.733
H -2.177 -2.992 1.715
C -0.589 -1.965 -2.150
H -0.122 -2.952 -2.144
H -0.966 -1.753 -3.150
C 0.531 -0.947 -1.850
O 0.857 -0.112 -2.665
N 1.091 -1.136 -0.648
H 0.640 -1.815 -0.046
C 2.245 -0.411 -0.121
C 1.971 1.095 -0.055
C 3.194 1.811 0.514
C 3.482 1.289 1.921
C 3.757 -0.213 1.856
C 2.536 -0.934 1.285
H 2.724 -2.010 1.246
H 1.669 -0.764 1.929
C 4.968 -0.470 0.960
C 4.680 0.056 -0.445
C 4.403 1.557 -0.385
H 4.203 1.936 -1.389
H 5.276 2.083 0.007
C 3.461 -0.662 -1.020
H 3.650 -1.737 -1.083
H 3.242 -0.296 -2.024
H 5.545 -0.131 -1.090
H 5.182 -1.541 0.921
H 5.846 0.031 1.372
H 3.960 -0.592 2.864
H 2.627 1.483 2.573
H 4.347 1.806 2.341
H 2.992 2.887 0.559
H 1.105 1.281 0.584
H 1.745 1.460 -1.057
H -3.828 -1.724 -0.939
H -3.248 -2.018 -2.589
H -3.050 -0.427 -1.859
```

natural (NBO) atomic charge list, values in e, 8 entries: atom 1 (C): -0.694, atom 2 (C): 0.334, atom 3 (N): -0.314, atom 4 (N): -0.466, atom 5 (C): 0.641, atom 6 (O): -0.598, atom 7 (C): -0.170, atom 8 (C): -0.201

=====

(4)
The following is a quantum chemistry calculation of a single C22H29N3O3S molecule, from the OMol25 dataset.

Calculated values
**Structure (SMILES)**: CCN(CC)CCCNC(=O)c1ccc2c(SCC(=O)O)c3c(nc2c1)CCC3
**HOMO-LUMO gap**: 8.481 eV
**Highest occupied orbital energy**: -0.3131 Ha

XYZ file:
```
58
C22H29N3O3S ωB97M-V/def2-TZVPD
C 1.204 1.409 -2.902
H 1.434 0.803 -2.029
H 1.690 2.373 -2.770
H 0.130 1.568 -2.953
C 1.697 0.756 -4.192
N 0.923 -0.429 -4.528
C 0.806 -0.653 -5.959
H 0.327 0.236 -6.382
C 2.110 -0.925 -6.718
H 2.586 -1.836 -6.363
H 1.894 -1.045 -7.776
H 2.807 -0.099 -6.600
H 0.126 -1.494 -6.110
C 1.331 -1.599 -3.768
H 2.275 -2.032 -4.140
C 0.260 -2.696 -3.745
H 0.542 -3.433 -2.991
C -1.133 -2.150 -3.420
N -1.169 -1.471 -2.149
C -1.741 -2.001 -1.048
O -2.335 -3.063 -1.049
C -1.623 -1.160 0.184
C -0.521 -0.383 0.452
C -0.440 0.369 1.637
N 0.660 1.136 1.826
C 0.718 1.843 2.910
C -0.275 1.848 3.927
C -1.376 1.063 3.769
C -1.510 0.307 2.575
C -2.629 -0.490 2.272
C -2.680 -1.210 1.112
H -3.529 -1.834 0.879
H -3.459 -0.511 2.964
S -2.628 0.973 5.048
C -2.227 -0.701 5.687
C -0.932 -0.567 6.434
O 0.159 -0.542 5.930
O -1.131 -0.422 7.748
H -0.290 -0.287 8.213
H -3.040 -0.979 6.352
H -2.133 -1.384 4.845
C 0.141 2.751 5.042
H -0.689 3.328 5.448
H 0.562 2.143 5.848
C 1.230 3.624 4.400
H 1.971 3.958 5.125
H 0.770 4.506 3.952
C 1.843 2.750 3.298
H 2.223 3.319 2.452
H 2.662 2.141 3.690
H 0.327 -0.336 -0.212
H -0.703 -0.580 -2.101
H -1.847 -2.975 -3.360
H -1.443 -1.450 -4.199
H 0.214 -3.207 -4.707
H 1.514 -1.275 -2.743
H 2.774 0.537 -4.101
H 1.571 1.475 -5.005
```

natural (NBO) atomic charge list, values in e, 8 entries: atom 1 (C): -0.614, atom 2 (H): 0.199, atom 3 (H): 0.216, atom 4 (H): 0.207, atom 5 (C): -0.212, atom 6 (N): -0.470, atom 7 (C): -0.208, atom 8 (H): 0.193